The following is a DFT calculation (ωB97M-V/def2-TZVPD) of a cluster of 6 separate species, C14H40ClN2O8 in total.

Calculated total energy   -1728.96469 Ha
Kohn-Sham gap   6.38 eV
Strongest force on any atom   2.50 eV/A
E_HOMO   -4.0 eV

Geometry as ORCA input:
```
! wB97M-V def2-TZVPD RIJCOSX def2/J DEFGRID3
* xyz -1 1
Cl -1.64 1.57 -0.58
C -3.25 -2.39 -6.24
C -3.24 -2.09 -4.76
C -3.65 -3.33 -4.03
O -3.60 -3.23 -2.57
C -4.62 -2.33 -2.09
N -1.91 -1.69 -4.32
H -4.24 -2.68 -6.60
H -2.53 -3.19 -6.39
H -2.94 -1.49 -6.78
H -3.99 -1.31 -4.59
H -2.89 -4.07 -4.25
H -4.59 -3.66 -4.48
H -4.63 -1.35 -2.57
H -4.55 -2.20 -1.01
H -5.56 -2.83 -2.33
H -1.28 -2.47 -4.46
H -1.90 -1.58 -3.32
C 3.57 1.80 -2.38
C 3.44 3.06 -1.61
C 4.79 3.35 -0.88
O 4.69 4.60 -0.13
C 5.87 5.09 0.50
N 3.02 4.21 -2.37
H 3.60 0.88 -1.79
H 4.46 1.81 -3.00
H 2.68 1.65 -3.00
H 2.67 3.02 -0.84
H 5.59 3.45 -1.62
H 5.02 2.49 -0.25
H 5.85 4.59 1.47
H 5.84 6.16 0.67
H 6.76 4.89 -0.10
H 3.76 4.31 -3.05
H 3.23 4.98 -1.75
C 2.78 3.07 4.82
C 2.07 2.15 3.78
O 1.40 3.00 2.91
O 3.58 2.27 5.74
H 2.16 3.70 5.45
H 3.54 3.68 4.33
H 1.43 1.41 4.27
H 2.79 1.50 3.29
H 0.80 2.56 2.30
H 4.42 2.71 5.90
C -4.18 -0.77 4.38
C -3.01 0.21 4.20
O -2.85 1.00 5.39
O -3.91 -1.61 5.43
H -4.34 -1.37 3.48
H -5.09 -0.22 4.62
H -3.29 0.88 3.39
H -2.07 -0.32 4.06
H -2.64 0.36 6.08
H -4.37 -2.44 5.31
C -0.37 -3.85 0.89
C -0.02 -5.05 0.02
O -0.46 -4.75 -1.29
O 0.42 -2.65 0.59
H -0.10 -4.17 1.89
H -1.40 -3.50 0.86
H -0.55 -5.94 0.37
H 1.05 -5.25 0.06
H -1.42 -4.63 -1.25
H -0.20 -2.01 0.22
*
```



The following is a DFT calculation (ωB97M-V/def2-TZVPD) of a structure of composition C3H6IrO3.

Calculated total energy   -446.88128 Ha
Kohn-Sham gap (spin up / spin down)   6.43 / 7.47 eV
Strongest force on any atom   4.82 eV/A
E_HOMO (spin up / spin down)   -17.8 / -21.2 eV

Geometry as ORCA input:
```
! wB97M-V def2-TZVPD RIJCOSX def2/J DEFGRID3
* xyz 2 6
O 1.78 1.60 0.72
Ir 0.26 1.87 -0.29
C -2.04 -0.21 -0.06
O -0.68 0.21 -0.18
C 0.31 -0.81 -0.05
C 1.63 -0.15 -0.39
O 2.73 -0.62 -0.41
H -2.66 0.65 -0.30
H -2.22 -1.04 -0.75
H -2.23 -0.54 0.98
H 0.11 -1.62 -0.77
H 0.33 -1.20 0.98
H 2.68 1.86 0.52
*
```



The following is a DFT calculation (ωB97M-V/def2-TZVPD) of a cluster of 8 separate species, C32H49F9O16 in total.

Calculated total energy   -3351.24395 Ha
SMILES string   CCOC(=O)C(F)(F)F.CCOC(=O)C(F)(F)F.CCOC(=O)C(F)(F)F.O=C1CCCO1.O=C1CCCO1.O=C1CCCO1.O=C1CCCO1.COCCOC
Kohn-Sham gap   9.89 eV
Strongest force on any atom   7.36 eV/A
E_HOMO   -9.7 eV

Geometry as ORCA input:
```
! wB97M-V def2-TZVPD RIJCOSX def2/J DEFGRID3
* xyz 0 1
C 7.52 5.59 -1.96
C 6.81 6.07 -3.33
O 5.46 5.64 -3.53
C 4.84 5.69 -4.76
O 5.38 6.37 -5.62
C 3.61 4.86 -4.95
F 3.77 3.73 -4.21
F 2.57 5.58 -4.41
F 3.33 4.57 -6.21
H 8.58 5.80 -2.11
H 7.28 4.53 -1.86
H 7.09 6.10 -1.10
H 7.31 5.62 -4.18
H 6.73 7.14 -3.54
C 0.02 0.65 -0.89
C 0.35 0.15 -2.26
O -0.16 -1.22 -2.57
C -1.43 -1.35 -2.84
O -2.24 -0.47 -2.71
C -1.93 -2.69 -3.43
F -3.04 -3.10 -2.87
F -2.27 -2.59 -4.71
F -1.10 -3.74 -3.39
H -1.03 0.89 -0.78
H 0.47 1.61 -0.65
H 0.21 -0.14 -0.16
H 1.42 0.24 -2.42
H -0.10 0.94 -2.85
C -4.06 -9.36 1.59
C -2.64 -9.87 1.41
O -1.69 -8.81 1.62
C -1.61 -7.76 0.69
O -2.21 -7.66 -0.36
C -0.66 -6.66 1.23
F -1.37 -5.58 1.43
F 0.09 -7.01 2.29
F 0.21 -6.26 0.27
H -4.05 -8.79 2.51
H -4.82 -10.15 1.62
H -4.37 -8.69 0.78
H -2.44 -10.24 0.41
H -2.48 -10.59 2.22
O 2.21 -11.04 -1.79
C 1.53 -10.70 -2.76
C 2.01 -9.95 -4.02
C 0.67 -9.71 -4.72
C -0.36 -10.62 -4.03
O 0.18 -10.87 -2.77
H 2.56 -9.06 -3.74
H 2.74 -10.50 -4.63
H 0.42 -8.65 -4.71
H 0.76 -10.00 -5.76
H -1.34 -10.14 -4.03
H -0.55 -11.52 -4.61
O 1.07 -2.46 4.84
C 1.02 -2.96 5.96
C 2.15 -3.04 6.91
C 1.45 -3.49 8.17
C 0.08 -3.90 7.79
O -0.08 -3.35 6.49
H 2.91 -3.79 6.71
H 2.64 -2.09 7.15
H 1.91 -4.33 8.69
H 1.16 -2.70 8.86
H -0.13 -4.96 7.73
H -0.69 -3.56 8.48
O 4.86 9.07 3.95
C 4.27 8.28 3.18
C 4.80 7.52 1.98
C 3.53 6.96 1.29
C 2.43 7.69 2.09
O 3.05 8.17 3.28
H 5.30 8.13 1.24
H 5.46 6.72 2.30
H 3.51 7.26 0.24
H 3.45 5.89 1.45
H 2.10 8.55 1.50
H 1.63 7.02 2.37
O -7.49 1.10 3.83
C -6.91 0.79 2.77
C -5.51 1.22 2.40
C -5.10 0.14 1.36
C -6.45 -0.43 0.85
O -7.36 -0.09 1.94
H -5.53 2.26 2.07
H -4.86 1.38 3.26
H -4.49 0.61 0.58
H -4.44 -0.56 1.87
H -6.77 0.12 -0.04
H -6.45 -1.51 0.72
C -3.45 5.69 -2.05
O -2.58 5.60 -0.90
C -2.66 6.65 -0.02
C -2.05 7.99 -0.54
O -0.77 7.92 -1.08
C -0.47 8.97 -2.01
H -4.16 6.51 -1.96
H -4.00 4.75 -2.10
H -2.88 5.97 -2.94
H -2.24 6.42 0.95
H -3.71 6.86 0.22
H -2.00 8.61 0.35
H -2.66 8.36 -1.37
H -1.20 9.13 -2.81
H 0.50 8.75 -2.45
H -0.37 9.86 -1.39
*
```



The following is a DFT calculation (ωB97M-V/def2-TZVPD) of the molecule C5H11N.

Calculated total energy   -251.75917 Ha
Kohn-Sham gap   7.62 eV
Strongest force on any atom   0.62 eV/A
E_HOMO   -6.6 eV

Geometry as ORCA input:
```
! wB97M-V def2-TZVPD RIJCOSX def2/J DEFGRID3
* xyz 0 1
C -0.80 1.55 0.17
C -1.57 -1.15 -0.21
N -0.30 -0.90 0.12
C 0.56 -1.88 0.41
C 0.27 0.48 0.27
C 1.47 0.73 -0.63
H -1.40 1.34 -0.72
H -1.43 1.52 1.06
H -0.36 2.55 0.08
H -2.34 -0.41 0.00
H -1.84 -2.19 -0.42
H 0.18 -2.72 0.98
H 1.60 -1.80 0.13
H 0.64 0.41 1.29
H 2.27 0.02 -0.45
H 1.86 1.73 -0.38
H 1.19 0.72 -1.69
*
```